1.
{"formula": "C5H10O", "method": "ωB97M-V/def2-TZVPD", "symbols": ["C", "C", "C", "C", "C", "O", "H", "H", "H", "H", "H", "H", "H", "H", "H", "H"], "xyz": [[-1.74500, 1.08750, 0.15706], [-0.32351, 0.80076, 0.67971], [0.53601, 0.00926, -0.32872], [1.83600, -0.71680, 0.15836], [-0.19414, -1.18780, -0.87041], [-0.97370, -1.85352, -0.23175], [-2.27561, 0.15691, -0.06206], [-2.33640, 1.62401, 0.90839], [-1.74615, 1.69641, -0.75704], [0.16322, 1.75540, 0.92111], [-0.40525, 0.24272, 1.61685], [0.80687, 0.68345, -1.15099], [1.91926, -0.70520, 1.24630], [1.83824, -1.78344, -0.12029], [2.73704, -0.29918, -0.29425], [0.16313, -1.51048, -1.87226]], "forces_ev_per_angstrom": [[0.007, -0.016, 0.002], [0.045, -0.069, 0.069], [-0.141, -0.020, -0.058], [0.128, 0.097, 0.128], [-0.212, -0.285, 0.095], [0.120, 0.206, -0.411], [0.096, 0.174, 0.064], [0.195, -0.039, -0.116], [0.128, -0.088, 0.166], [0.059, -0.247, -0.050], [0.042, -0.026, -0.085], [-0.103, -0.222, -0.008], [-0.009, 0.162, -0.054], [-0.063, 0.331, 0.042], [-0.087, 0.149, 0.213], [-0.204, -0.107, 0.004]], "mulliken_charge": [-1.214, -0.626, 0.592, -1.280, -0.379, -0.494, 0.333, 0.354, 0.294, 0.368, 0.295, 0.338, 0.334, 0.345, 0.308, 0.434], "lumo_energy_ha": 0.0392, "max_force_ha_per_bohr": 0.0092, "multiplicity": 1, "de_lowest_kj_mol": 64.0, "charge": 0, "e_homo_ev": -9.6}

=====

2.
{"formula": "C5H10O", "method": "ωB97M-V/def2-TZVPD", "symbols": ["O", "C", "C", "C", "C", "C", "H", "H", "H", "H", "H", "H", "H", "H", "H", "H"], "xyz": [[-1.62080, 0.19301, 0.92514], [-1.20199, 0.30509, -0.29838], [-0.25107, -0.70818, -0.74172], [0.95948, -0.85858, 0.15808], [1.15792, 0.62385, 0.54541], [0.14303, 1.30558, -0.38577], [-1.69699, -1.44511, 0.65580], [-1.90706, 0.62433, -1.09035], [-1.39904, -1.97081, 0.10042], [-0.13790, -0.91547, -1.80862], [1.80902, -1.27558, -0.38886], [0.74805, -1.49743, 1.01816], [0.87707, 0.79378, 1.58474], [2.17981, 0.98135, 0.39224], [-0.27285, 2.24625, -0.01942], [0.53813, 1.47601, -1.39262]], "forces_ev_per_angstrom": [[-0.040, -0.045, 0.016], [0.058, -0.139, -0.233], [-0.053, 0.091, 0.054], [0.023, -0.103, 0.040], [0.008, 0.025, 0.061], [0.173, 0.288, -0.057], [0.062, 0.064, -0.048], [0.094, -0.038, 0.148], [0.003, -0.009, -0.015], [-0.062, 0.015, 0.145], [-0.129, 0.061, 0.070], [0.028, 0.091, -0.125], [0.049, -0.037, -0.134], [-0.161, -0.052, 0.010], [0.015, -0.165, -0.061], [-0.069, -0.049, 0.127]], "mulliken_charge": [-0.710, 0.489, -0.796, -0.299, -0.558, -0.814, -0.013, 0.339, 0.132, 0.352, 0.304, 0.224, 0.260, 0.351, 0.379, 0.360], "lumo_energy_ha": [-0.0138, -0.0138], "max_force_ha_per_bohr": 0.0066, "multiplicity": 1, "de_lowest_kj_mol": 475.6, "charge": 0, "e_homo_ev": [-8.9, -8.9]}

=====

3.
{"formula": "C5H10O", "method": "ωB97M-V/def2-TZVPD", "symbols": ["C", "C", "C", "C", "C", "O", "H", "H", "H", "H", "H", "H", "H", "H", "H", "H"], "xyz": [[1.32639, 0.30171, -1.58548], [0.48250, 0.84088, -0.43130], [0.19356, -0.09780, 0.72981], [-0.98003, 0.32338, 1.58310], [-1.07750, -0.90640, 0.74126], [-1.87067, -0.92344, -0.40904], [0.81921, -0.50338, -2.12996], [2.29650, -0.07701, -1.24487], [1.52088, 1.10680, -2.30419], [0.98622, 1.72107, -0.01055], [-0.47505, 1.19473, -0.83044], [1.06561, -0.52785, 1.22085], [-0.92747, 0.17867, 2.65805], [-1.50219, 1.22418, 1.27027], [-1.12445, -1.83523, 1.31310], [-1.39606, -1.50296, -1.02133]], "forces_ev_per_angstrom": [[0.022, -0.070, -0.007], [-0.018, 0.089, 0.017], [0.165, 0.027, -0.055], [-0.110, 0.077, 0.148], [0.169, -0.046, 0.285], [0.004, -0.087, -0.155], [0.061, 0.068, 0.127], [-0.142, 0.020, -0.009], [-0.015, -0.170, 0.099], [-0.068, -0.080, -0.078], [0.138, -0.041, 0.074], [-0.138, 0.106, -0.025], [-0.079, 0.011, -0.157], [0.053, -0.186, -0.023], [0.275, 0.097, -0.190], [-0.318, 0.186, -0.049]], "mulliken_charge": [-1.156, -0.532, 0.036, -0.811, -0.135, -0.538, 0.279, 0.302, 0.346, 0.329, 0.285, 0.393, 0.271, 0.258, 0.329, 0.342], "lumo_energy_ha": 0.0359, "max_force_ha_per_bohr": 0.0072, "multiplicity": 1, "de_lowest_kj_mol": 116.1, "charge": 0, "e_homo_ev": -9.7}

=====

4.
{"formula": "C5H10O", "method": "ωB97M-V/def2-TZVPD", "symbols": ["C", "C", "O", "C", "C", "C", "H", "H", "H", "H", "H", "H", "H", "H", "H", "H"], "xyz": [[-1.91824, 0.84314, -0.75867], [-1.27462, 0.47227, 0.56448], [-0.57164, -0.76042, 0.54126], [0.58782, -0.71620, -0.22954], [1.70471, 0.15141, 0.27076], [1.82704, -1.35090, 0.31099], [-2.40898, 1.82085, -0.67993], [-2.66387, 0.09789, -1.04314], [-1.16284, 0.89863, -1.54694], [-0.59572, 1.28105, 0.86563], [-2.04593, 0.34530, 1.32562], [0.43420, -0.79076, -1.30896], [2.29743, 0.74222, -0.41931], [1.51268, 0.63391, 1.22616], [2.48619, -1.83791, -0.40166], [1.79178, -1.83048, 1.28326]], "forces_ev_per_angstrom": [[0.004, -0.089, -0.121], [-0.146, 0.165, 0.029], [0.001, -0.151, -0.013], [0.149, 0.124, -0.164], [0.084, 0.231, 0.047], [0.061, -0.182, 0.007], [0.096, -0.188, -0.011], [0.033, 0.052, -0.036], [-0.125, 0.082, 0.013], [-0.069, -0.107, 0.116], [0.103, 0.070, 0.054], [0.016, 0.055, 0.244], [-0.039, -0.160, 0.029], [0.084, -0.094, -0.163], [-0.112, 0.095, 0.081], [-0.141, 0.098, -0.111]], "mulliken_charge": [-1.084, -0.210, -0.394, 0.005, -0.560, -0.595, 0.354, 0.276, 0.310, 0.273, 0.295, 0.358, 0.225, 0.286, 0.229, 0.231], "lumo_energy_ha": 0.0438, "max_force_ha_per_bohr": 0.0049, "multiplicity": 1, "de_lowest_kj_mol": 143.3, "charge": 0, "e_homo_ev": -9.7}